The following is a quantum chemistry calculation of a cluster of 12 separate species, C48H104N8O12 in total at a distorted geometry, from the OMol25 dataset.

Total charge: +1
E_HOMO (spin up / spin down) (eV): -9.476 / -9.476
LUMO energy (spin up / spin down) (eV): -2.78 / -6.76
Calculated total energy (a.u.): -3231.8055
Orbital gap (spin up / spin down) (eV): 6.69 / 2.72
Spin multiplicity: 2

```
172
Properties=species:S:1:pos:R:3:forces:R:3
O 4.9910 3.7179 -4.5520 0.253 0.595 -1.639
C 4.9857 3.3409 -3.4021 3.308 3.057 -0.900
N 4.1717 2.4119 -3.0668 -3.277 -3.977 1.695
C 5.8985 4.0165 -2.3837 -1.713 0.466 0.128
H 3.8361 2.1409 -2.1535 0.477 0.451 0.263
H 3.5745 2.0774 -3.8095 0.148 0.156 -0.077
H 5.1527 4.2809 -1.6341 0.538 -0.324 1.076
H 6.1451 5.0136 -2.7485 0.528 -0.415 -0.464
H 6.7576 3.4556 -2.0157 -0.307 -0.005 0.018
O 1.0023 1.9368 3.3480 -4.099 1.489 -2.613
C 1.9652 1.5098 3.8403 3.235 -2.416 2.818
N 2.8359 2.2843 4.5336 1.193 0.033 0.795
C 2.2949 -0.0269 3.8798 0.307 1.219 -1.095
H 2.7268 3.2757 4.6924 -0.515 -0.145 -0.488
H 3.5457 1.8895 5.1339 -0.133 -0.207 -0.368
H 1.4566 -0.6176 4.2492 0.218 0.243 0.660
H 3.2877 -0.1710 4.3061 -0.347 -0.444 0.469
H 2.3865 -0.3662 2.8480 0.113 0.285 -0.125
O 4.0960 4.6797 0.5244 -0.753 1.784 1.876
C 3.2575 5.3092 1.2326 1.753 -1.801 -4.852
N 2.0989 4.7106 1.4061 -2.881 -0.574 1.457
C 3.3857 6.7324 1.6036 1.093 -0.156 2.175
H 1.3941 5.0589 2.0402 0.166 0.196 -0.188
H 1.8363 3.8644 0.9212 0.663 -0.116 -0.043
H 4.4360 6.7279 1.8951 0.163 0.922 -0.125
H 2.8348 6.8604 2.5354 -0.170 0.370 0.087
H 3.1381 7.5614 0.9407 0.012 -0.684 -0.439
O -3.1213 0.6729 6.7133 0.271 -0.097 -1.273
C -3.2357 0.5391 5.4910 -1.704 0.276 2.859
N -2.2394 0.7518 4.6370 0.813 -0.029 -1.114
C -4.5735 0.1640 4.8728 1.026 -0.468 -0.205
H -2.3958 0.5208 3.6663 0.400 0.325 0.167
H -1.3528 1.0964 4.9764 -0.110 -0.077 -0.234
H -5.0400 1.0348 4.4120 -0.155 -0.107 0.106
H -5.2052 -0.3396 5.6045 0.040 0.353 -0.095
H -4.2952 -0.5463 4.0942 -0.562 -0.129 -0.347
C -5.9790 -4.0001 -0.6367 -1.637 -1.300 1.924
C -5.3402 -3.7226 -1.9103 0.708 1.594 -1.110
N -4.9093 -2.3098 -1.9235 0.177 0.639 -1.028
C -6.0732 -1.3566 -1.9979 0.173 -2.583 0.446
C -5.9490 -0.1792 -1.0980 -0.725 0.321 -0.142
C -4.0987 -2.0380 -3.1178 -1.248 0.093 -0.416
C -2.8241 -2.7521 -3.1901 2.082 -0.331 0.437
H -6.2121 -5.0638 -0.5873 0.202 -0.246 0.333
H -6.9688 -3.5594 -0.5180 -0.028 0.265 -0.314
H -5.4682 -3.6766 0.2703 0.537 -0.144 -0.173
H -4.4824 -4.3594 -2.1266 0.040 0.026 0.332
H -6.0453 -3.9292 -2.7155 -0.262 -0.001 -0.387
H -6.3155 -1.2437 -3.0546 0.077 0.842 -0.120
H -6.9344 -1.9038 -1.6146 -0.103 -0.092 -0.040
H -6.9460 0.2607 -1.1219 0.188 0.822 -0.158
H -5.8985 -0.5274 -0.0664 0.645 0.048 -0.007
H -5.1624 0.5194 -1.3832 -0.113 0.103 0.284
H -3.8930 -0.9744 -3.2382 -0.054 0.116 0.623
H -4.6443 -2.2415 -4.0392 -0.692 -0.331 -0.240
H -2.3815 -2.6829 -4.1837 0.073 0.251 -0.003
H -2.7756 -3.8134 -2.9463 -0.477 -0.015 0.036
H -2.1777 -2.2468 -2.4724 0.579 -0.195 -0.020
C 4.0939 -6.7871 4.1129 1.129 -0.348 0.574
C 2.6974 -6.5446 3.6002 0.698 -0.168 -0.109
N 2.5786 -5.0676 3.4996 -2.615 -3.063 0.098
C 1.7877 -4.3741 4.5608 1.634 0.887 -0.376
C 1.8171 -4.8090 5.9946 -1.092 -1.310 1.247
C 2.5646 -4.5898 2.1429 0.728 2.113 0.374
C 2.7989 -3.0804 2.1389 0.237 -0.250 -0.990
H 4.7745 -6.1009 3.6090 0.095 -0.049 -0.136
H 4.4026 -7.7917 3.8239 0.024 -0.012 0.212
H 4.2740 -6.6479 5.1789 -0.341 -0.063 0.010
H 2.7242 -7.0795 2.6508 -0.376 0.998 -0.653
H 1.8961 -7.0712 4.1186 -0.043 0.737 0.698
H 0.8027 -4.2877 4.1022 -0.188 0.288 0.162
H 2.2830 -3.4131 4.6996 -0.402 0.517 -1.052
H 2.7896 -5.1123 6.3824 -0.018 0.226 -0.171
H 1.0732 -5.5306 6.3325 0.220 -0.897 -0.723
H 1.4041 -4.0126 6.6138 0.656 0.716 -0.254
H 3.3571 -5.0432 1.5475 0.214 -0.378 0.396
H 1.6635 -4.8387 1.5824 -0.655 -0.388 0.405
H 3.7325 -2.8808 2.6649 -0.010 0.276 -0.086
H 2.9315 -2.8773 1.0762 0.181 0.536 0.053
H 2.0054 -2.4258 2.4993 -0.097 -0.452 0.086
C -1.3529 0.7972 -3.2718 0.702 -0.798 0.232
C -1.9720 1.8774 -4.0695 -1.023 2.731 -1.419
N -2.7292 1.7452 -5.3321 0.779 -0.250 0.122
C -4.0589 1.1009 -5.1791 0.746 1.247 -1.654
C -4.9571 1.3464 -6.4322 0.683 -0.904 -0.036
C -1.8578 1.1772 -6.4391 -0.525 1.479 1.157
C -0.5213 1.9941 -6.6870 -0.758 -0.277 0.259
H -0.8645 0.0838 -3.9356 0.085 -0.263 0.131
H -1.9440 0.2649 -2.5266 -0.336 -0.013 -0.177
H -0.5669 1.3487 -2.7559 0.244 -0.414 0.425
H -2.5262 2.6032 -3.4743 -0.496 -0.406 0.501
H -1.1490 2.5370 -4.3445 0.206 -0.104 -0.190
H -3.9070 0.0599 -4.8940 -0.566 -0.262 -0.148
H -4.6359 1.6621 -4.4440 0.493 -0.249 0.686
H -4.9164 2.3936 -6.7320 -0.452 0.173 0.614
H -4.6909 0.8569 -7.3690 0.418 -0.531 0.201
H -5.9431 0.9499 -6.1896 -0.240 0.543 -0.085
H -2.5064 1.2353 -7.3132 0.380 -0.332 -0.173
H -1.6745 0.1451 -6.1402 0.451 -0.373 -0.580
H -0.6525 3.0388 -6.9688 -0.713 -0.008 -0.046
H 0.0773 1.5822 -7.4994 -0.125 -0.398 0.107
H 0.1094 2.0765 -5.8018 0.049 -0.495 0.014
C 5.5375 0.0035 1.2575 0.905 -0.161 -0.179
C 5.4749 -0.3676 -0.2967 -1.606 -1.383 0.816
N 6.3593 -1.4339 -0.8634 0.180 1.515 1.533
C 6.0677 -1.5333 -2.3019 -0.291 -0.640 0.707
C 4.7985 -2.2973 -2.6638 -0.219 1.023 0.526
C 7.6942 -0.8804 -0.7038 2.051 -0.404 -1.698
C 8.8288 -1.9078 -0.8803 0.224 0.100 0.483
H 5.6221 -0.7576 2.0332 -0.249 -1.376 -0.767
H 4.6948 0.5558 1.6733 -0.225 0.474 -0.892
H 6.4350 0.5256 1.5892 0.050 0.725 -0.730
H 4.4805 -0.7714 -0.4875 -0.424 -0.001 0.378
H 5.4576 0.4698 -0.9941 0.569 0.826 0.481
H 6.0092 -0.5149 -2.6858 0.091 0.151 -0.508
H 6.8529 -2.0844 -2.8196 0.412 0.323 0.343
H 3.8991 -1.7244 -2.4381 -0.072 0.406 -0.419
H 4.9290 -2.4057 -3.7405 -0.765 -0.696 0.057
H 4.6139 -3.1846 -2.0582 0.692 -0.500 -0.499
H 7.8992 -0.2079 0.1292 -0.552 -0.789 0.742
H 7.9153 -0.1593 -1.4907 -0.450 0.352 -0.717
H 8.7467 -2.6157 -1.7051 -0.699 0.013 0.012
H 8.9812 -2.4779 0.0361 0.105 -0.099 -0.031
H 9.7518 -1.3914 -1.1438 0.129 0.193 0.410
O -0.1826 -3.3624 -0.1233 -0.134 -0.463 0.955
C -0.8762 -4.1282 0.4975 0.356 -0.660 -2.059
O -0.4609 -5.4331 0.6777 1.057 0.075 0.484
C -1.3383 -6.2206 1.4957 -1.146 0.962 -0.605
C -2.6371 -5.4029 1.4541 -1.057 0.141 0.654
C -2.2810 -3.9526 0.9705 0.462 -2.040 1.109
H -0.9950 -6.3260 2.5248 0.478 0.156 -0.045
H -1.4856 -7.2171 1.0793 0.351 0.160 -0.196
H -3.0840 -5.4180 2.4482 0.018 0.329 0.092
H -3.4206 -5.8736 0.8603 0.309 0.108 -0.460
H -2.1404 -3.3329 1.8561 -0.811 0.624 -0.224
H -2.9430 -3.6224 0.1699 0.141 0.596 0.330
O -4.7258 6.0137 -1.2877 1.856 -0.759 0.027
C -3.5348 5.8069 -1.3130 -0.740 0.762 -0.754
O -2.9887 4.5503 -1.6717 0.429 1.500 0.229
C -1.5432 4.5824 -1.5186 0.037 1.474 2.067
C -1.2812 5.8753 -0.6917 0.742 1.019 0.361
C -2.3919 6.8682 -0.9833 -1.250 -2.226 -0.386
H -0.9131 4.5450 -2.4072 -0.736 -0.227 -0.341
H -1.2278 3.8705 -0.7558 -0.221 -0.935 -0.940
H -0.3069 6.3452 -0.8257 0.160 -0.345 -0.365
H -1.2862 5.6080 0.3650 -0.232 -0.059 0.147
H -2.1619 7.5025 -1.8393 -0.292 -0.124 -0.093
H -2.7800 7.4735 -0.1642 0.313 -0.054 -0.012
O -6.8240 2.8757 2.2453 4.408 1.437 0.103
C -5.6284 3.2505 2.2534 -4.509 -3.729 -1.803
O -4.7544 2.7980 1.2537 -1.464 -0.011 0.273
C -3.5086 3.3112 1.5116 2.732 2.734 1.509
C -3.7690 4.6235 2.3996 2.801 -2.268 -1.427
C -4.9232 4.0815 3.2020 0.187 3.671 -0.094
H -2.8315 3.6235 0.7165 -1.001 -0.363 -1.030
H -2.8444 2.6583 2.0779 -0.421 -0.618 0.446
H -3.8485 5.4687 1.7160 -1.396 -0.034 0.022
H -2.8547 4.9356 2.9042 -0.035 -0.567 0.676
H -5.4778 5.0198 3.1987 -1.069 -0.409 1.529
H -4.6692 3.6381 4.1648 -0.244 0.130 -0.135
O 2.2026 2.0568 -0.6058 -2.211 -1.766 1.028
C 1.2280 1.3839 -0.2329 1.719 1.783 -1.350
O 0.0302 1.9541 -0.0660 -0.246 0.538 -0.210
C -0.9999 1.0369 0.3925 1.045 0.156 -0.260
C -0.3664 -0.3593 0.2337 -0.277 0.969 1.064
C 1.1314 -0.0646 0.1044 -0.127 -1.000 -0.216
H -1.9062 1.2025 -0.1900 0.114 0.063 0.019
H -1.1393 1.3134 1.4376 -0.255 -0.188 0.003
H -0.7425 -0.8988 -0.6356 -0.034 -0.065 0.368
H -0.5860 -0.8202 1.1967 -0.044 -0.837 -0.416
H 1.5209 -0.7596 -0.6396 0.475 0.472 -0.163
H 1.7311 -0.1987 1.0047 -0.208 -0.106 0.112
```
Positions in Å, forces in eV/Å.